# 1
{
  "formula": "C33H45Cl4CoN2O2PSbSi3",
  "method": "wB97M-V/def2-TZVPD",
  "multiplicity": 1,
  "e_above_lowest_ev": 0.5626,
  "orbital_gap_ev": 6.1,
  "mol_weight_g_mol": 939.47,
  "species": ["Co", "Cl", "C", "C", "Cl", "C", "Cl", "C", "O", "C", "O", "C", "Cl", "C", "C", "C", "C", "C", "C", "P", "C", "C", "C", "C", "C", "C", "C", "C", "C", "C", "C", "C", "H", "H", "H", "H", "H", "H", "H", "H", "H", "H", "H", "H", "H", "H", "C", "Si", "C", "C", "Sb", "Si", "C", "C", "C", "Si", "C", "C", "C", "H", "H", "H", "H", "H", "H", "H", "H", "H", "H", "H", "H", "H", "H", "H", "H", "H", "H", "H", "H", "H", "H", "H", "H", "H", "H", "H", "N", "N", "H", "H", "H", "H"],
  "xyz": [[-0.035531, -1.533628, 0.542016], [5.202950, -2.299848, 4.587445], [3.607709, -2.073775, 3.967777], [2.522895, -2.034926, 4.829954], [2.746982, -2.199246, 6.533453], [1.238731, -1.855576, 4.306300], [-0.148141, -1.802212, 5.342054], [1.032603, -1.694665, 2.946331], [-0.178981, -1.501142, 2.414675], [2.130896, -1.745730, 2.060925], [1.889770, -1.614200, 0.775874], [3.404129, -1.938999, 2.592198], [4.725374, -2.027109, 1.477921], [-1.648600, -3.345791, -5.879500], [-0.948111, -2.148304, -5.884867], [-0.493521, -1.600064, -4.693208], [-0.754191, -2.233064, -3.481583], [-1.463541, -3.432216, -3.485202], [-1.900899, -3.990512, -4.677853], [-0.237915, -1.440632, -1.916616], [1.519249, -0.967191, -2.340539], [2.265369, 0.108055, -1.897012], [3.611806, 0.219084, -2.222888], [4.235706, -0.762356, -2.967620], [3.500294, -1.866512, -3.378227], [2.154409, -1.968999, -3.073934], [-1.954626, -1.158957, -1.263958], [-3.127210, -0.965723, -1.975156], [-4.326834, -1.068083, -1.279801], [-4.314251, -1.355206, 0.081203], [-3.118443, -1.504628, 0.776216], [-1.903232, -1.392107, 0.110838], [-1.997381, -3.775717, -6.809263], [-0.747194, -1.640753, -6.819412], [0.071275, -0.675526, -4.709233], [-1.680033, -3.932520, -2.548530], [-2.440924, -4.928458, -4.666086], [1.819203, 0.856518, -1.263773], [4.179038, 1.066587, -1.859613], [5.287707, -0.683904, -3.206775], [3.973108, -2.660282, -3.941434], [1.612323, -2.842724, -3.407531], [-3.121163, -0.788569, -3.043804], [-5.268958, -0.938340, -1.796109], [-5.256051, -1.444425, 0.609832], [-3.138005, -1.715810, 1.838955], [3.460317, 1.573861, 1.256792], [1.858788, 2.132027, 2.033737], [1.765778, 4.006596, 1.915477], [1.703478, 1.633535, 3.826630], [-0.133781, 1.103446, 0.714903], [-0.468108, 2.848578, -1.202044], [1.074332, 3.124352, -2.235815], [-1.850798, 2.321053, -2.352404], [-0.963917, 4.510564, -0.485225], [-2.126773, 1.846203, 2.194367], [-3.639447, 1.976120, 1.094083], [-1.797030, 3.541651, 2.935618], [-2.294379, 0.634784, 3.601603], [4.295449, 1.935232, 1.863791], [3.565527, 2.005563, 0.259012], [3.533782, 0.490414, 1.174457], [2.464253, 4.426597, 2.645580], [0.775692, 4.399924, 2.143116], [2.065900, 4.364080, 0.928502], [2.577403, 2.009456, 4.366924], [1.666262, 0.553405, 3.956727], [0.812634, 2.065339, 4.286779], [1.302124, 2.285267, -2.888570], [1.960397, 3.326251, -1.629538], [0.893573, 4.001891, -2.864052], [-1.755186, 1.295249, -2.708417], [-1.834346, 2.982028, -3.224372], [-2.827636, 2.411771, -1.873566], [-0.212955, 4.944746, 0.173263], [-1.907767, 4.451506, 0.056758], [-1.109628, 5.193385, -1.327662], [-3.538644, 2.826480, 0.416287], [-4.526544, 2.148213, 1.710419], [-3.806479, 1.081845, 0.496881], [-1.585241, 4.313475, 2.197759], [-0.972141, 3.512655, 3.649104], [-2.695658, 3.842187, 3.483577], [-2.277220, -0.402193, 3.275706], [-3.221977, 0.833080, 4.146269], [-1.456717, 0.747320, 4.292738], [-0.051822, -4.188721, 1.780715], [-0.068644, -3.546599, 0.498144], [-0.548138, -5.070065, 1.726624], [-0.524751, -3.560345, 2.424529], [-0.884030, -3.824327, -0.040606], [0.776260, -3.809720, 0.000941]],
  "atomic_forces_ev_per_a": [[-0.04, -0.48, -0.58], [0.02, 0.01, -0.01], [-0.04, -0.01, 0.09], [0.09, -0.02, -0.01], [-0.01, 0.00, 0.02], [-0.13, 0.00, -0.01], [0.00, -0.02, 0.01], [-0.05, 0.08, 0.15], [-0.01, -0.04, 0.00], [0.17, 0.00, 0.01], [-0.17, -0.04, -0.16], [0.01, 0.05, -0.13], [0.01, 0.00, 0.00], [0.00, 0.02, -0.04], [0.01, 0.00, 0.03], [-0.09, 0.08, -0.08], [0.25, -0.44, 0.12], [0.02, 0.00, -0.03], [-0.03, 0.02, 0.10], [0.27, -1.34, 1.01], [-0.59, 0.90, -0.50], [0.05, 0.02, 0.15], [-0.05, 0.01, 0.18], [-0.02, -0.10, -0.05], [0.07, 0.01, 0.03], [0.07, -0.13, -0.06], [0.27, 1.42, -0.17], [-0.26, -0.04, -0.04], [0.06, -0.08, -0.07], [-0.04, 0.00, 0.01], [0.02, -0.21, 0.12], [0.12, -0.02, -0.22], [0.01, 0.00, 0.00], [0.00, 0.01, 0.00], [0.00, -0.01, 0.00], [-0.01, 0.00, 0.00], [0.00, 0.01, 0.00], [-0.01, 0.05, 0.00], [-0.02, 0.01, -0.01], [0.00, 0.00, -0.02], [0.01, -0.01, 0.00], [0.01, 0.01, -0.01], [0.01, 0.04, 0.00], [0.00, -0.01, -0.03], [0.00, 0.00, 0.01], [-0.02, -0.02, -0.01], [-0.05, 0.03, 0.06], [-0.16, -0.01, -0.11], [0.05, -0.05, 0.03], [0.04, 0.05, -0.06], [0.10, 0.15, 0.14], [0.00, -0.11, 0.05], [0.00, 0.09, 0.07], [0.00, -0.03, -0.01], [-0.03, -0.05, -0.03], [0.19, -0.04, -0.08], [0.03, 0.05, 0.06], [-0.02, -0.06, 0.02], [-0.05, 0.03, -0.05], [0.02, -0.02, 0.00], [0.00, 0.00, -0.02], [-0.01, -0.03, -0.03], [0.02, 0.01, -0.02], [0.01, -0.01, 0.03], [-0.03, 0.00, -0.02], [-0.01, 0.01, 0.02], [0.02, 0.00, -0.01], [-0.01, 0.00, 0.00], [-0.02, -0.02, -0.06], [0.00, 0.01, 0.01], [0.00, 0.01, 0.01], [0.07, 0.02, 0.00], [-0.04, 0.02, 0.01], [0.00, -0.03, 0.00], [0.01, -0.02, -0.01], [-0.01, 0.02, -0.02], [0.00, 0.02, 0.00], [-0.01, 0.01, 0.01], [-0.01, 0.00, 0.00], [0.02, 0.02, 0.00], [-0.01, -0.01, 0.00], [0.00, -0.01, 0.00], [0.01, 0.01, 0.02], [0.00, 0.01, 0.00], [0.00, -0.01, 0.03], [-0.01, 0.03, 0.00], [-0.03, -0.05, -0.08], [-0.15, 0.13, 0.25], [-0.01, 0.03, 0.03], [0.00, 0.00, 0.01], [0.06, 0.04, -0.10], [0.04, 0.06, 0.01]],
  "mulliken_charge": [-0.6306, -0.2256, 0.2684, 0.5625, -0.2161, 0.0625, -0.1747, 0.1316, -0.3420, -0.7928, -0.5298, 0.5543, -0.2127, -0.5700, -0.6928, -0.0630, -0.0439, -0.2811, -0.6401, 1.2062, 0.7982, -0.0628, -0.7435, -0.9714, -0.7587, -0.9497, 1.5293, -0.6948, -0.8635, -1.1326, -0.1899, -0.0147, 0.3703, 0.4171, 0.4494, 0.2805, 0.4190, 0.2837, 0.4088, 0.4018, 0.4348, 0.5050, 0.5462, 0.4146, 0.3849, 0.4244, -0.5670, 0.6255, -1.2647, -0.2567, -1.0389, 0.7662, -1.1275, -0.7410, -1.1559, 0.6928, -0.6551, -1.2010, -0.7822, 0.5241, 0.0894, -0.0534, 0.4840, 0.2680, 0.2606, 0.4823, -0.2013, 0.2531, 0.2789, 0.2736, 0.5576, -0.0978, 0.5249, 0.2525, 0.3035, 0.2324, 0.4792, 0.2557, 0.4549, -0.0317, 0.2813, 0.2417, 0.4388, -0.0319, 0.5130, 0.2549, -0.7986, -0.0320, 0.3111, 0.1438, 0.3464, 0.3896]
}

=====

# 2
{
  "formula": "C33H45Cl4CoN2O2PSbSi3",
  "method": "wB97M-V/def2-TZVPD",
  "multiplicity": 1,
  "e_above_lowest_ev": 1.0235,
  "orbital_gap_ev": [6.7, 5.1],
  "mol_weight_g_mol": 939.47,
  "species": ["Co", "Cl", "C", "C", "Cl", "C", "Cl", "C", "O", "C", "O", "C", "Cl", "C", "C", "C", "C", "C", "C", "P", "C", "C", "C", "C", "C", "C", "C", "C", "C", "C", "C", "C", "H", "H", "H", "H", "H", "H", "H", "H", "H", "H", "H", "H", "H", "H", "C", "Si", "C", "C", "Sb", "Si", "C", "C", "C", "Si", "C", "C", "C", "H", "H", "H", "H", "H", "H", "H", "H", "H", "H", "H", "H", "H", "H", "H", "H", "H", "H", "H", "H", "H", "H", "H", "H", "H", "H", "H", "N", "N", "H", "H", "H", "H"],
  "xyz": [[-0.086187, -0.306679, 0.027453], [-4.069688, -3.344515, -2.957968], [-3.392832, -2.201761, -1.862166], [-3.918789, -2.089154, -0.553553], [-5.237390, -3.088655, -0.077583], [-3.384636, -1.179285, 0.326452], [-3.982152, -1.020500, 1.934081], [-2.315555, -0.312478, -0.041262], [-1.873855, 0.617226, 0.776241], [-1.757122, -0.456777, -1.374481], [-0.719605, 0.279392, -1.691218], [-2.333175, -1.413462, -2.247257], [-1.632912, -1.553215, -3.812042], [4.169313, 1.446226, 3.478440], [4.357673, 0.120245, 3.105066], [3.792613, -0.361956, 1.933036], [3.004403, 0.473966, 1.142747], [2.801354, 1.795104, 1.536586], [3.395300, 2.285013, 2.690972], [2.193845, -0.078022, -0.393358], [3.508514, 0.044063, -1.642912], [3.407000, -0.727883, -2.800663], [4.412579, -0.683414, -3.751930], [5.511300, 0.146666, -3.565186], [5.596257, 0.940264, -2.431299], [4.593380, 0.897828, -1.472299], [1.987167, -1.865766, -0.255878], [2.895909, -2.919847, -0.288511], [2.412494, -4.203290, -0.077359], [1.048203, -4.409355, 0.133579], [0.147197, -3.349269, 0.127981], [0.624019, -2.061918, -0.075581], [4.624757, 1.819520, 4.386821], [4.943046, -0.542797, 3.729358], [3.961525, -1.390901, 1.639306], [2.172657, 2.441925, 0.935232], [3.234026, 3.315558, 2.981381], [2.547359, -1.370563, -2.948656], [4.340969, -1.299834, -4.638377], [6.301549, 0.173122, -4.304072], [6.447531, 1.592494, -2.285584], [4.669064, 1.515471, -0.586123], [3.950501, -2.744749, -0.470724], [3.092737, -5.045137, -0.069383], [0.681764, -5.414543, 0.302110], [-0.912563, -3.540944, 0.263658], [-4.031141, 2.298845, -1.377464], [-2.557319, 3.298548, -1.955616], [-3.144979, 5.067419, -2.098713], [-1.992192, 2.752754, -3.652825], [-0.643264, 2.918664, -0.315233], [-1.593702, 4.121996, 1.743267], [-2.944784, 3.173765, 2.614004], [-0.114791, 4.324686, 2.887198], [-2.232857, 5.852172, 1.384066], [1.059001, 4.553912, -1.378082], [2.374879, 5.121536, -0.150615], [0.314906, 6.122901, -2.101443], [1.864989, 3.558294, -2.742546], [-4.931974, 2.604267, -1.916873], [-4.205546, 2.443999, -0.308945], [-3.886090, 1.228731, -1.541915], [-3.973442, 5.100102, -2.814848], [-2.364014, 5.734413, -2.460292], [-3.508489, 5.460102, -1.148646], [-2.846878, 2.504487, -4.288702], [-1.353093, 1.869411, -3.586427], [-1.424861, 3.548675, -4.142760], [-2.599877, 2.214731, 3.005399], [-3.778177, 2.955625, 1.943633], [-3.320468, 3.772849, 3.448856], [0.471284, 3.404445, 2.953171], [-0.424070, 4.612502, 3.897312], [0.533666, 5.116044, 2.501759], [-3.274464, 5.836352, 1.055978], [-1.642220, 6.341356, 0.608187], [-2.181717, 6.467503, 2.288767], [1.958365, 5.271666, 0.847392], [2.797339, 6.074420, -0.480986], [3.196316, 4.404303, -0.068191], [-0.385176, 6.581336, -1.400909], [-0.222378, 5.919355, -3.030674], [1.097045, 6.856737, -2.324179], [2.344571, 2.661646, -2.340186], [2.629631, 4.143902, -3.262343], [1.124368, 3.228475, -3.475328], [0.013798, 0.665496, 2.706297], [0.206167, -0.541517, 1.966078], [-0.119325, 0.440923, 3.686656], [-0.848430, 1.057404, 2.339326], [-0.456182, -1.268202, 2.237820], [1.142007, -0.887540, 2.155680]],
  "atomic_forces_ev_per_a": [[0.09, 0.63, 0.30], [0.02, 0.05, 0.04], [0.05, 0.00, -0.12], [-0.07, 0.01, 0.07], [0.07, 0.02, -0.01], [0.09, -0.11, 0.07], [-0.03, 0.02, -0.02], [-0.13, 0.75, 0.75], [-0.74, -0.86, -1.01], [0.05, 0.19, -0.05], [-0.49, -1.05, -0.09], [0.14, -0.21, -0.12], [-0.02, 0.03, 0.02], [0.00, -0.06, -0.01], [-0.02, 0.00, 0.02], [-0.02, 0.02, 0.02], [0.13, 0.10, -0.08], [0.07, 0.00, -0.02], [0.00, 0.00, -0.02], [0.35, -0.53, 0.48], [-0.23, 0.44, -0.24], [0.00, 0.03, 0.01], [0.01, 0.03, 0.02], [0.00, 0.00, 0.01], [0.01, 0.01, 0.00], [0.05, -0.05, -0.04], [0.30, -0.19, 0.04], [-0.07, -0.08, 0.08], [-0.06, 0.04, 0.00], [0.06, 0.02, -0.01], [-0.16, -0.11, -0.08], [0.09, 0.13, -0.36], [-0.02, 0.00, 0.00], [0.04, 0.02, -0.02], [-0.03, 0.00, 0.01], [-0.05, -0.02, 0.03], [0.01, 0.00, -0.01], [0.01, -0.01, 0.00], [-0.01, 0.01, -0.01], [-0.01, 0.01, -0.01], [0.00, 0.00, -0.01], [0.01, -0.01, 0.01], [0.00, -0.01, -0.01], [-0.02, -0.01, -0.03], [0.01, -0.02, -0.02], [0.00, -0.01, 0.02], [-0.03, -0.18, 0.06], [0.04, 0.02, 0.01], [-0.08, 0.16, 0.02], [0.10, -0.15, -0.08], [0.48, 0.70, 0.04], [0.46, 0.45, -0.28], [-0.07, -0.25, -0.02], [0.03, -0.04, 0.12], [-0.13, 0.09, 0.07], [-0.43, 0.27, 0.23], [0.07, -0.10, 0.08], [0.06, 0.08, -0.12], [0.08, -0.08, -0.06], [0.02, 0.00, -0.01], [-0.03, -0.01, -0.02], [-0.03, 0.01, -0.01], [0.02, 0.00, 0.02], [-0.01, 0.01, 0.01], [-0.01, -0.01, -0.01], [0.00, 0.05, 0.00], [-0.03, 0.00, -0.02], [-0.01, -0.02, 0.00], [-0.03, 0.02, 0.01], [-0.01, 0.02, 0.03], [0.01, 0.00, -0.01], [-0.01, 0.00, 0.02], [0.00, 0.00, -0.03], [0.00, -0.03, 0.03], [0.02, 0.01, -0.02], [0.00, 0.01, 0.02], [-0.02, -0.03, -0.02], [0.04, 0.02, -0.03], [0.02, -0.03, -0.01], [-0.03, 0.01, 0.03], [0.01, 0.02, -0.02], [-0.01, 0.00, 0.03], [-0.02, -0.05, -0.01], [0.00, 0.02, -0.02], [-0.02, -0.01, 0.00], [0.02, 0.01, 0.00], [0.12, 0.11, 0.10], [-0.07, -0.30, 0.11], [-0.03, -0.02, 0.03], [-0.02, 0.01, 0.04], [0.03, -0.03, 0.07], [0.02, 0.00, 0.06]],
  "mulliken_charge": [1.4315, -0.2014, 0.4953, 0.4552, -0.2051, -0.0391, -0.2109, -0.5760, -0.5894, -0.1347, -0.4431, 0.2677, -0.2156, -0.8844, -0.6028, -0.2359, -0.3566, 0.5804, -0.5020, 0.8188, 0.2464, -0.6673, -0.6663, -0.5602, -0.6873, -0.0942, -0.1913, -0.4489, -0.8998, -0.7688, 0.2302, -0.5894, 0.3737, 0.4213, 0.3383, 0.0342, 0.4884, 0.4910, 0.4217, 0.3884, 0.4342, 0.4152, 0.5674, 0.4294, 0.4164, 0.5281, -0.7263, 0.7615, -1.0972, -0.9880, -0.5020, 0.6707, -1.0423, -0.9259, -1.1985, 0.8261, -0.9702, -1.2349, -0.8200, 0.5550, 0.0632, 0.0344, 0.3893, 0.2173, 0.2339, 0.4349, 0.1367, 0.3265, 0.1847, 0.2952, 0.4687, 0.0186, 0.5131, 0.2800, 0.3016, 0.1725, 0.4083, 0.1250, 0.4863, 0.2510, 0.2368, 0.2974, 0.4572, -0.0093, 0.4750, 0.2403, -0.3537, -0.5364, 0.2872, -0.2226, 0.4854, 0.4908]
}